No. 1
19
Properties=species:S:1:pos:R:3:nbo_charge:R:1 method="wB97M-V/def2-TZVPD" lumo_ev=0.26 energy_ev=-29471.3371 total_charge=0 orbital_gap_ev=8.943 homo_ev=-8.683
S 3.68 -1.19 -0.89 -0.507
P 2.26 -0.10 -0.06 1.460
N 2.01 1.56 -0.66 -1.184
N 2.13 0.01 1.63 -1.186
C -0.81 -0.96 0.91 -0.295
C -2.92 -0.55 -0.23 -0.241
C -0.80 0.09 -1.22 -0.279
C -0.13 -0.42 -0.15 -0.102
C -2.19 -0.02 -1.29 -0.189
C -2.23 -1.05 0.82 -0.196
H 2.25 1.76 -1.61 0.395
H -0.35 0.69 -2.08 0.226
H 2.56 2.33 -0.11 0.395
H -0.39 -1.13 1.89 0.226
H -2.68 0.34 -2.20 0.211
H 2.97 0.16 2.21 0.417
H 1.27 0.53 1.77 0.412
H -3.98 -0.50 -0.44 0.223
H -2.67 -1.55 1.71 0.215

=====

No. 2
50
Properties=species:S:1:pos:R:3:nbo_charge:R:1 method="wB97M-V/def2-TZVPD" lumo_ev=-0.69 de_lowest_kj_mol=61.69 energy_ev=-114715.8953 total_charge=0 orbital_gap_ev=7.587 homo_ev=-8.275
Zr -0.54 -0.51 -0.70 2.175
Se -2.15 -2.00 1.27 -0.012
S 2.52 -3.74 -2.09 0.397
O -0.42 1.09 4.54 -0.676
O -1.33 0.81 -1.93 -0.803
O 0.80 -0.42 0.79 -0.789
N -1.27 1.02 0.69 -0.437
N -0.64 0.96 1.92 -0.446
N 1.31 0.07 -1.84 -0.558
N -2.61 -1.59 -1.58 -0.453
C -3.09 1.81 -0.64 -0.216
C 0.74 0.45 4.37 0.359
C 0.36 -2.48 -1.30 -0.489
C 3.32 -0.72 -2.85 -0.242
C 2.87 1.63 -2.74 -0.279
C 0.17 -3.88 -1.07 -0.232
C -2.58 -1.82 -0.43 -0.041
C -5.03 2.66 -1.82 -0.257
C -3.23 1.63 -3.05 -0.221
C 0.43 0.20 1.88 0.598
C -2.40 1.65 0.61 0.190
C 1.68 1.32 -2.10 0.100
C 1.22 0.04 3.10 -0.179
C -2.52 1.39 -1.87 0.383
C 3.24 -0.80 4.14 -0.266
C 2.11 -0.96 -2.19 0.248
C -4.46 2.24 -3.02 -0.169
C 1.60 -2.27 -1.85 -0.284
C 1.22 -4.65 -1.45 -0.392
C -4.34 2.45 -0.65 -0.135
C 2.75 -0.42 5.39 -0.162
C 3.70 0.58 -3.12 -0.122
C 1.52 0.19 5.50 -0.280
C 2.47 -0.58 3.01 -0.150
H -5.99 3.15 -1.80 0.219
H -0.73 -4.31 -0.64 0.227
H 4.63 0.78 -3.63 0.225
H 3.34 -0.60 6.28 0.214
H 3.14 2.66 -2.93 0.231
H 2.81 -0.89 2.04 0.228
H 0.99 2.10 -1.79 0.220
H 1.12 0.50 6.46 0.225
H -2.79 1.30 -3.98 0.222
H -5.00 2.40 -3.95 0.217
H 4.20 -1.28 4.06 0.215
H -0.79 1.29 3.65 0.510
H 3.94 -1.56 -3.13 0.231
H -4.76 2.78 0.30 0.213
H -2.82 2.08 1.51 0.205
H 1.32 -5.73 -1.37 0.237

=====

No. 3
18
Properties=species:S:1:pos:R:3:nbo_charge:R:1 method="wB97M-V/def2-TZVPD" lumo_ev=3.06 de_lowest_kj_mol=38.71 energy_ev=-15966.5317 total_charge=-1 orbital_gap_ev=6.594 homo_ev=-3.536
I -5.64 -15.15 4.01 -0.981
O -7.99 -20.70 6.52 -0.528
N -7.02 -18.27 5.61 -0.827
C -6.08 -19.37 5.86 -0.082
C -4.70 -18.92 6.34 -0.636
C -6.67 -20.35 6.85 -0.052
C -8.55 -21.57 7.45 -0.241
H -9.37 -22.11 6.98 0.182
H -5.99 -19.86 4.88 0.183
H -7.83 -22.31 7.83 0.153
H -4.41 -19.45 7.27 0.182
H -3.91 -19.22 5.64 0.209
H -6.53 -17.63 4.98 0.399
H -8.96 -21.03 8.32 0.158
H -6.06 -21.26 6.92 0.157
H -7.10 -17.73 6.47 0.334
H -4.61 -17.85 6.49 0.242
H -6.68 -19.85 7.83 0.148

=====

No. 4
22
Properties=species:S:1:pos:R:3:nbo_charge:R:1 method="wB97M-V/def2-TZVPD" lumo_ev=1.16 de_lowest_kj_mol=28.19 energy_ev=-6481.3656 total_charge=0 smiles=CCC.CCC orbital_gap_ev=12.514 homo_ev=-11.351
C -1.49 -0.27 -1.16 -0.605
C -2.24 -1.09 -0.12 -0.398
C 2.21 -0.80 -0.03 -0.599
C -2.67 -0.25 1.08 -0.607
C 1.84 1.66 0.54 -0.618
C 2.42 0.65 -0.47 -0.405
H 3.49 0.79 -0.60 0.198
H -0.48 -0.05 -0.84 0.201
H 2.63 -1.49 -0.77 0.208
H -1.43 -0.77 -2.13 0.208
H -3.58 0.30 0.87 0.203
H 2.67 -1.03 0.93 0.199
H -2.79 -0.85 1.99 0.209
H 1.15 -1.00 0.13 0.196
H 1.93 0.77 -1.44 0.198
H -1.91 0.50 1.30 0.200
H -2.06 0.65 -1.33 0.200
H 0.97 2.18 0.13 0.209
H 1.53 1.14 1.45 0.203
H -1.63 -1.93 0.23 0.193
H -3.11 -1.57 -0.57 0.196
H 2.56 2.44 0.80 0.211

=====

No. 5
16
Properties=species:S:1:pos:R:3:nbo_charge:R:1 method="wB97M-V/def2-TZVPD" lumo_ev=-4.18 de_lowest_kj_mol=110.57 energy_ev=-6262.4356 total_charge=+1 orbital_gap_ev=9.794 homo_ev=-13.975
N -2.81 1.08 0.76 -0.689
N -2.28 -1.11 -0.21 -0.708
C -2.27 0.23 -0.05 0.408
C 2.40 -0.81 -0.01 -0.624
C 2.51 0.69 -0.21 -0.612
H 1.89 0.94 -1.19 0.180
H -1.60 0.69 -0.76 0.224
H 3.50 1.12 -0.44 0.231
H 3.39 -1.32 0.18 0.230
H -1.89 -1.44 -1.03 0.429
H -2.83 2.07 0.52 0.452
H -3.22 0.82 1.66 0.438
H -2.56 -1.86 0.46 0.444
H 2.06 -1.30 -0.97 0.199
H 1.64 -1.08 0.73 0.195
H 2.07 1.27 0.58 0.201

=====

No. 6
14
Properties=species:S:1:pos:R:3:nbo_charge:R:1 method="wB97M-V/def2-TZVPD" lumo_ev=0.99 de_lowest_kj_mol=296.27 energy_ev=-8370.2112 total_charge=0 orbital_gap_ev=9.924 homo_ev=-8.938
O -1.30 0.74 -0.01 -0.558
O -0.34 -1.17 0.19 -0.512
C -1.30 -0.42 0.66 0.444
C -1.80 1.80 0.81 -0.258
C 0.64 -0.69 -0.77 -0.100
C 1.96 -1.34 -0.42 -0.626
H 0.71 0.40 -0.75 0.201
H -2.79 1.55 1.20 0.200
H 2.36 -0.92 0.51 0.212
H -1.80 2.69 0.18 0.193
H 0.28 -0.99 -1.76 0.188
H 1.84 -2.42 -0.28 0.219
H -1.12 1.93 1.65 0.184
H 2.68 -1.16 -1.23 0.215

=====

No. 7
96
Properties=species:S:1:pos:R:3:lowdin_charge:R:1 method="wB97M-V/def2-TZVPD" lumo_ev=-3.54 energy_ev=-47565.4419 total_charge=+1 orbital_gap_ev=6.613 homo_ev=-10.153
O 1.35 1.07 -2.18 -0.051
O 4.47 -2.93 0.22 0.022
O -1.30 0.06 -1.54 -0.136
O -0.98 -0.33 -3.51 -0.026
O -5.11 0.30 0.39 -0.056
O -2.85 -0.84 -2.54 -0.022
N -4.03 -0.42 1.10 -0.088
N 3.08 -2.89 0.53 -0.076
N 1.20 2.53 -2.11 -0.132
N -1.64 -0.58 -2.48 -0.583
C -3.14 1.84 1.71 -0.030
C 2.35 -2.15 -1.76 -0.016
C 2.27 -3.18 -0.61 -0.543
C 2.72 -1.94 1.61 -0.505
C -4.58 -1.97 2.98 -0.119
C -3.26 -2.57 0.82 -0.026
C 1.64 2.37 -4.51 0.001
C -3.58 -1.25 3.90 -0.144
C 3.51 3.17 -2.91 0.000
C 0.77 4.70 -1.04 -0.121
C 0.88 -3.43 -0.24 -0.146
C 1.52 4.51 -3.38 -0.173
C 1.52 5.45 -2.17 -0.129
C 0.15 2.42 -0.02 -0.032
C 1.19 3.26 -0.89 -0.529
C 3.08 -0.55 1.32 -0.030
C 1.26 -2.25 1.94 -0.138
C 2.45 3.06 -0.09 -0.017
C -1.57 -0.12 2.01 -0.019
C 1.99 3.16 -3.17 -0.531
C -4.34 -1.81 1.48 -0.509
C -3.06 0.34 2.04 -0.487
C -5.64 -2.38 0.85 -0.024
C -3.47 0.19 3.40 -0.202
C 2.72 -4.55 -1.26 -0.024
C 0.46 -2.28 0.68 -0.192
C 3.46 -2.38 2.88 -0.020
Li -0.65 1.60 -2.72 0.714
Li -3.41 0.48 -0.88 0.732
H -5.73 -3.39 1.20 0.086
H 0.74 -4.34 0.41 0.148
H 2.18 -1.14 -1.50 0.020
H -6.61 -1.89 1.05 0.093
H 2.45 -0.09 0.54 0.059
H 2.06 1.34 -4.56 0.106
H 2.20 4.93 -4.13 0.138
H -5.54 -2.33 -0.23 0.093
H 4.77 -3.49 0.89 0.069
H 3.07 3.90 -0.35 0.076
H 0.86 -1.53 2.64 0.117
H -0.81 2.28 -0.54 0.040
H -3.52 -3.56 0.64 0.074
H -0.33 4.81 -1.27 0.137
H 4.11 -0.45 0.95 0.106
H -4.09 2.42 1.77 0.106
H -5.78 0.41 1.07 0.103
H -0.23 2.84 0.94 0.102
H 3.34 -1.62 3.59 0.076
H 2.59 5.56 -1.85 0.117
H 2.04 3.06 -5.28 0.100
H 3.78 -4.50 -1.65 0.099
H 2.92 2.11 -0.36 0.084
H 0.58 2.38 -4.71 0.066
H 0.47 -1.23 0.12 0.133
H 0.61 1.41 0.00 0.073
H 3.03 0.17 2.11 0.080
H -1.39 -1.11 2.38 0.037
H 0.79 5.16 -0.03 0.137
H 4.10 3.15 -3.84 0.110
H 0.26 -3.55 -1.09 0.114
H -3.84 -1.28 4.94 0.119
H 1.63 -2.43 -2.60 0.119
H -0.55 -2.44 1.03 0.061
H 2.26 0.85 -2.08 0.068
H 0.52 4.45 -3.85 0.138
H 3.37 -2.02 -2.15 0.090
H 4.48 -2.48 2.68 0.061
H 1.06 -3.21 2.43 0.130
H -0.98 0.53 2.71 0.128
H 2.06 -4.90 -2.05 0.082
H -4.41 0.62 3.67 0.125
H 2.26 3.14 0.97 0.098
H 3.87 2.28 -2.44 0.070
H -1.19 -0.12 0.96 0.069
H -5.51 -1.68 3.34 0.104
H -2.60 2.00 0.77 0.049
H -2.75 0.68 4.11 0.149
H -2.53 2.43 2.41 0.097
H -2.62 -1.74 3.77 0.100
H 3.90 4.02 -2.41 0.070
H -2.43 -2.53 1.54 0.068
H -4.57 -3.05 3.16 0.134
H 3.17 -3.37 3.26 0.101
H -2.74 -2.25 -0.11 0.103
H 1.07 6.42 -2.27 0.111
H 2.67 -5.33 -0.55 0.065

=====

No. 8
4
Properties=species:S:1:pos:R:3:nbo_charge:R:1 method="wB97M-V/def2-TZVPD" lumo_ev="-1.55 / -1.76" de_lowest_kj_mol=117.48 energy_ev=-24407.7916 total_charge=0 smiles="S=CCl" orbital_gap_ev="7.569 / 7.289" homo_ev="-9.123 / -9.045"
Cl 1.21 -1.03 0.20 0.184
S -0.54 1.06 -1.38 -0.151
C 0.00 0.02 0.24 -0.194
H -0.66 -0.05 0.95 0.161

=====

No. 9
61
Properties=species:S:1:pos:R:3:lowdin_charge:R:1 method="wB97M-V/def2-TZVPD" lumo_ev=-3.09 energy_ev=-47821.4851 total_charge=+1 orbital_gap_ev=4.512 homo_ev=-7.604
Ba 1.66 0.03 -0.64 1.644
P 1.51 -0.29 2.35 0.712
P -0.53 1.71 -1.80 0.736
O -1.58 -2.16 0.83 0.049
O -0.73 -1.81 -1.32 -0.077
O 4.19 -0.92 -0.65 -0.216
O 3.71 1.54 -1.65 -0.217
N 1.04 2.24 0.93 -0.007
C -0.59 1.87 -3.61 -0.274
C -1.76 -3.64 -2.52 -0.020
C 1.08 1.26 3.20 -0.297
C -3.02 -1.60 -2.05 -0.025
C -3.77 -2.94 0.43 -0.020
C 1.04 2.45 2.26 -0.313
C 0.81 2.94 -1.38 -0.366
C 0.92 4.84 1.93 -0.027
C -1.98 -2.56 -1.50 -0.476
C 1.01 3.74 2.79 -0.013
C 1.28 -1.51 3.67 -0.267
C 0.87 3.29 0.10 -0.348
C -2.06 2.53 -1.27 -0.254
C -1.86 -4.48 0.26 -0.020
C 0.83 4.60 0.56 -0.015
C -2.33 -3.06 -0.03 -0.471
C 3.34 -0.08 2.41 -0.319
B -0.79 -1.44 0.02 -0.764
H 3.84 -1.00 2.05 0.031
H 1.82 1.46 4.00 0.098
H -2.70 -4.21 -2.67 0.103
H 3.69 0.79 1.82 0.041
H 4.03 -1.75 -1.17 0.089
H -2.30 3.39 -1.90 0.052
H -4.40 -3.64 -0.12 0.094
H -2.70 -1.24 -3.03 0.087
H -0.83 -4.64 -0.10 0.089
H 5.02 -1.09 -0.15 0.096
H 0.42 1.96 -4.05 0.049
H -3.19 -0.71 -1.42 0.084
H -1.06 0.96 -4.01 0.040
H -3.98 -2.11 -2.19 0.097
H -0.97 -4.35 -2.25 0.084
H 1.54 -2.49 3.26 0.051
H -1.49 -3.20 -3.49 0.092
H 0.91 5.85 2.33 0.119
H 1.92 -1.26 4.53 0.053
H 0.09 1.12 3.68 0.111
H 4.31 0.76 -1.56 0.023
H -1.90 -4.66 1.35 0.098
H -1.99 2.83 -0.21 0.050
H -4.19 -1.93 0.30 0.088
H 4.30 2.30 -1.76 0.079
H 3.61 0.08 3.46 0.045
H 0.63 3.84 -1.98 0.092
H -1.20 2.74 -3.90 0.049
H 0.21 -1.52 3.95 0.057
H -2.88 1.79 -1.35 0.043
H -2.52 -5.22 -0.22 0.096
H 0.68 5.40 -0.16 0.119
H 1.10 3.84 3.88 0.125
H 1.83 2.56 -1.73 0.044
H -3.86 -3.20 1.49 0.099

=====

No. 10
188
Properties=species:S:1:pos:R:3:lowdin_charge:R:1 method="wB97M-V/def2-TZVPD" lumo_ev=-14.66 energy_ev=-83637.8196 total_charge=+6 orbital_gap_ev=6.245 homo_ev=-20.908
O -1.87 0.99 -0.82 -0.059
O 4.76 0.08 2.60 0.220
O -1.36 1.35 1.30 -0.053
O 2.72 -4.41 3.12 0.208
O -0.13 0.41 -2.85 -0.104
O -3.98 5.08 3.79 -0.161
O -2.18 3.70 8.32 -0.023
O -1.66 3.98 -0.04 -0.110
O 3.20 -2.55 -4.64 -0.197
N -1.10 2.17 5.98 -0.298
N 0.30 -4.84 -3.68 -0.222
N 4.22 0.50 1.55 0.087
N 1.14 0.66 -5.83 -0.327
N 2.14 -5.25 2.41 0.061
N -0.68 5.67 -2.40 -0.325
N -5.78 2.70 1.39 -0.229
C 2.91 -6.61 2.30 -0.387
C -4.84 0.29 1.27 -0.052
C -2.04 5.18 -2.90 0.040
C -1.25 -2.81 -3.01 -0.037
C -0.81 0.70 -4.04 -0.244
C -5.19 1.56 0.51 -0.150
C 2.33 -3.28 -3.78 -0.196
C -0.02 -5.61 3.65 0.036
C 0.67 -5.18 2.34 -0.445
C -1.29 1.62 4.57 -0.020
C 0.24 -5.99 1.16 -0.170
C 0.15 6.20 -3.54 0.020
C -0.80 -5.60 -4.50 -0.147
C -2.82 5.56 3.05 -0.072
C -0.38 -4.00 -2.60 -0.168
C 2.71 0.72 1.61 -0.416
C 3.01 1.29 -0.94 -0.152
C 2.25 -7.37 1.14 -0.127
C 2.18 0.61 0.15 -0.116
C 2.79 -7.35 3.65 0.042
C 0.20 -3.74 1.95 -0.025
C 4.39 -6.27 1.93 0.003
C 1.17 -5.87 -2.91 0.034
C 1.70 -0.28 -6.88 0.028
C 0.73 -7.42 1.07 -0.144
C 5.21 0.95 0.44 -0.403
C -4.88 4.41 -0.36 -0.059
C -1.64 0.59 0.35 -0.730
C -0.15 0.09 -5.26 -0.085
C 4.37 -2.05 -4.05 -0.086
C -4.99 4.66 2.92 -0.205
C -4.71 3.24 2.37 -0.065
C 5.80 2.37 0.63 0.032
C -0.27 4.20 -0.26 -0.205
C -1.51 -0.91 0.56 -0.027
C -1.96 3.46 5.89 -0.108
C -1.54 1.17 7.02 0.029
C 2.23 0.80 -4.76 0.022
C -7.07 2.28 2.07 0.047
C 4.49 0.86 -0.91 -0.137
C 0.41 2.57 6.18 0.062
C 1.96 -0.38 2.38 -0.006
C -6.10 3.83 0.30 -0.107
C -0.93 6.77 -1.34 0.044
C -1.98 4.34 7.09 -0.233
C -0.46 -6.40 -5.72 -0.041
C 0.99 2.00 -6.47 0.020
C 6.34 -0.11 0.43 -0.005
C 1.33 -4.11 -4.55 -0.063
C 0.11 4.51 -1.74 -0.069
C 2.52 2.09 2.26 0.025
H 0.89 -0.18 2.26 0.080
H 2.18 -1.37 1.98 0.079
H 1.46 2.33 2.38 0.093
H -6.87 3.32 -0.27 0.133
H -0.92 1.47 7.87 0.106
H 0.88 1.65 6.49 0.108
H 0.23 1.97 -7.25 0.125
H 3.03 2.36 -0.73 0.109
H 4.86 -5.54 2.58 0.089
H -5.89 4.66 3.54 0.142
H 4.44 -5.80 0.94 0.084
H 0.01 -5.76 -6.46 0.091
H 1.09 -0.30 -7.78 0.125
H 2.53 -6.82 0.23 0.108
H 0.02 6.90 -0.82 0.113
H -1.44 3.82 8.91 0.114
H 2.61 0.17 -7.27 0.120
H -0.07 -6.68 3.79 0.094
H 2.14 -0.10 -4.15 0.079
H 2.13 -0.42 -0.21 0.124
H 4.23 -1.15 -3.45 0.063
H -2.76 5.10 6.98 0.147
H 3.02 2.85 1.66 0.087
H 1.80 -1.28 -6.47 0.095
H 0.54 3.36 6.92 0.105
H 1.89 -2.50 -3.14 0.120
H -0.51 0.89 4.34 0.090
H -4.25 3.71 -0.91 0.060
H -1.16 2.38 3.81 0.083
H -6.89 1.40 2.69 0.106
H 1.17 1.02 0.13 0.108
H -1.34 -1.19 1.60 0.065
H -0.85 -6.06 1.21 0.146
H 4.54 -0.17 -1.27 0.101
H -1.39 -6.15 -3.77 0.141
H -3.08 6.43 2.44 0.101
H 5.07 1.45 -1.63 0.141
H 6.78 -0.30 1.40 0.098
H 1.81 -4.93 -5.07 0.142
H -5.19 5.05 -1.20 0.106
H -1.94 -2.98 -3.84 0.090
H -4.31 1.80 -0.08 0.100
H 6.25 2.44 1.62 0.112
H -1.80 0.26 -3.88 0.141
H 0.85 -3.48 1.11 0.078
H -1.29 7.63 -1.89 0.119
H 0.40 -3.58 -1.95 0.105
H 0.41 -5.58 0.16 0.101
H -2.63 6.06 -3.15 0.119
H -0.91 -4.66 -1.92 0.127
H 6.08 -1.07 -0.03 0.090
H 1.17 4.78 -1.71 0.128
H 1.15 6.50 -3.23 0.117
H 0.76 -3.50 -5.26 0.139
H 4.96 -1.82 -4.94 0.115
H 3.31 -8.30 3.51 0.127
H 5.01 3.10 0.44 0.085
H 4.94 -2.75 -3.43 0.103
H 5.07 -7.11 1.85 0.118
H 6.60 2.49 -0.11 0.117
H 1.79 -7.53 4.04 0.084
H 0.35 3.36 0.04 0.102
H -4.59 2.57 3.22 0.131
H 7.12 0.17 -0.28 0.116
H 1.81 -5.39 -2.17 0.089
H -5.76 -0.25 1.50 0.089
H -7.71 1.93 1.25 0.116
H -2.32 4.80 2.43 0.063
H -1.66 6.52 -0.57 0.102
H -1.80 4.64 -3.81 0.099
H -2.34 -1.58 0.32 0.074
H -0.03 4.91 0.53 0.126
H -3.80 3.17 1.77 0.105
H -1.45 -4.79 -4.82 0.118
H -1.92 -2.56 -2.19 0.089
H -1.73 3.04 0.24 0.038
H -2.61 4.62 -2.16 0.078
H -1.03 4.88 7.17 0.129
H 3.16 0.89 -5.30 0.120
H -2.95 3.18 5.53 0.131
H 1.72 -6.45 -3.66 0.118
H -0.69 0.59 -2.06 0.039
H -2.21 1.04 4.57 0.108
H 0.09 3.73 -2.50 0.120
H -0.99 1.76 -4.25 0.116
H -0.97 -5.10 3.80 0.114
H 1.90 1.59 -4.09 0.092
H 3.31 -6.74 4.39 0.110
H -2.58 1.35 7.28 0.118
H 0.54 -5.16 4.47 0.109
H 0.40 -7.98 1.95 0.126
H -0.66 -1.94 -3.28 0.041
H 2.70 -8.36 1.06 0.149
H -0.35 7.06 -3.96 0.124
H -7.56 3.06 2.65 0.118
H -0.88 0.17 -6.07 0.153
H 3.01 -3.87 -3.17 0.124
H -4.17 4.91 0.29 0.065
H 3.00 2.14 3.24 0.106
H 0.15 -7.29 -5.57 0.098
H -0.75 -1.34 -0.10 0.065
H -1.41 -6.82 -6.07 0.115
H 0.37 -2.97 2.70 0.081
H 0.45 -7.89 0.13 0.130
H 0.77 2.94 5.22 0.092
H 0.32 5.39 -4.25 0.098
H -0.05 -0.98 -5.07 0.113
H 1.92 2.31 -6.94 0.125
H 0.66 2.72 -5.72 0.093
H -1.53 3.99 5.04 0.106
H 2.30 -0.31 3.41 0.098
H 2.69 1.01 -1.94 0.091
H 0.46 -6.56 -2.46 0.106
H -2.01 5.89 3.70 0.089
H -5.99 1.38 -0.21 0.135
H -4.28 -0.39 0.63 0.069
H -6.70 4.50 0.92 0.129
H -5.21 5.44 2.18 0.122
H -4.19 0.44 2.13 0.077
H -1.38 0.15 6.69 0.110
H -0.84 -3.68 1.65 0.097

=====

No. 11
6
Properties=species:S:1:pos:R:3:nbo_charge:R:1 method="wB97M-V/def2-TZVPD" lumo_ev=-0.20 de_lowest_kj_mol=240.98 energy_ev=-5281.6408 total_charge=0 orbital_gap_ev=9.730 homo_ev=-9.928
O -0.81 -1.15 -0.03 -0.870
N 2.37 0.47 0.01 -0.203
C 1.27 0.28 -0.10 -0.124
B -0.14 -0.04 -0.08 0.846
H -0.88 1.63 0.20 -0.192
H -1.81 -1.19 0.00 0.543